# 1
C6H7NO | ωB97M-V/def2-TZVPD

Output
E_HOMO ... -6.77 eV
LUMO level ... 0.9 eV
Kohn-Sham gap ... 7.66 eV
Energy relative to the best compared isomer or geometry (same formula, charge and spin) ... 158.92 kcal per mole
E_tot ... -9865.766 eV

Bonds (Å) are listed after each position.
Cartesian coordinates (Å):
1 C 0.750 1.209 0.884  C6 1.577, H8 1.006, N14 1.356
2 C 1.282 -0.401 -1.237  C6 1.525, H9 1.096, O15 1.336
3 C -0.615 -1.481 -1.153  C5 1.513, H10 1.033, O15 1.224
4 C -1.466 0.409 0.784  C5 1.450, H11 1.074, N14 1.347
5 C -0.697 -0.280 -0.234  C3 1.513, C4 1.450, C6 1.569, H12 1.302
6 C 0.809 -0.210 0.200  C1 1.577, C2 1.525, C5 1.569, H13 1.108
7 H -0.759 1.894 2.114  N14 1.069
8 H 1.469 1.653 1.428  C1 1.006
9 H 2.339 -0.577 -1.465  C2 1.096
10 H -1.248 -2.098 -1.688  C3 1.033
11 H -2.535 0.476 0.849  C4 1.074
12 H -0.413 0.618 -1.133  C5 1.302
13 H 1.101 -0.982 0.940  C6 1.108
14 N -0.519 1.175 1.360  C1 1.356, C4 1.347, H7 1.069
15 O 0.501 -1.405 -1.648  C2 1.336, C3 1.224

# 2
C6H7NO2 | ωB97M-V/def2-TZVPD

Output
E_HOMO ... -9.59 eV
LUMO level ... 0.4 eV
Kohn-Sham gap ... 9.98 eV
Energy relative to the best compared isomer or geometry (same formula, charge and spin) ... 87.06 kcal per mole
SMILES ... C#C/C(C)=N/OC(C)=O
E_tot ... -11916.656 eV

Bonds (Å) are listed after each position.
Cartesian coordinates (Å):
1 C 3.659 -1.416 0.069  C2 1.188, H10 1.082
2 C 2.598 -0.884 0.013  C1 1.188, C3 1.428
3 C 1.376 -0.156 -0.119  C2 1.428, C4 1.480, N5 1.293
4 C 1.502 1.319 -0.119  C3 1.480, H11 1.089, H12 1.180, H13 1.119
5 N 0.263 -0.812 -0.176  C3 1.293, O6 1.338
6 O -0.812 -0.039 0.007  N5 1.338, C7 1.372
7 C -2.002 -0.723 0.016  O6 1.372, C8 1.523, O9 1.219
8 C -3.249 0.148 0.089  C7 1.523, H14 1.162, H15 1.114, H16 1.077
9 O -2.108 -1.928 -0.135  C7 1.219
10 H 4.681 -1.706 0.274  C1 1.082
11 H 0.822 1.733 -0.862  C4 1.089
12 H 1.284 1.753 0.956  C4 1.180
13 H 2.559 1.656 -0.267  C4 1.119
14 H -3.354 0.736 -0.908  C8 1.162
15 H -3.116 0.819 0.969  C8 1.114
16 H -4.102 -0.501 0.194  C8 1.077

# 3
C6H7NO2 | ωB97M-V/def2-TZVPD

Output
E_HOMO ... -9.39 eV
LUMO level ... -0.9 eV
Kohn-Sham gap ... 8.49 eV
Energy relative to the best compared isomer or geometry (same formula, charge and spin) ... 257.23 kcal per mole
E_tot ... -11909.277 eV

Bonds (Å) are listed after each position.
Cartesian coordinates (Å):
1 C -1.444 0.089 3.036  O15 1.660
2 C -0.078 -0.160 1.204  C3 1.371, H10 1.033, O15 1.351
3 C 0.613 0.175 0.069  C2 1.371, C4 1.446, C5 1.473
4 C 2.008 -0.032 -0.250  C3 1.446, N14 1.193
5 C -0.111 0.559 -1.155  C3 1.473, C6 1.591, H11 1.170, O16 1.442
6 C -1.398 0.021 -1.919  C5 1.591, H12 1.215, H13 1.132, O16 1.533
7 H 0.057 0.393 3.246  no bonds
8 H -2.281 -0.973 3.572  no bonds
9 H -2.116 1.446 3.848  no bonds
10 H 0.547 -0.516 1.946  C2 1.033
11 H 0.068 1.714 -1.208  C5 1.170
12 H -1.996 -0.925 -1.445  C6 1.215
13 H -1.890 0.801 -2.576  C6 1.132
14 N 3.001 -0.435 -0.773  C4 1.193
15 O -1.416 -0.170 1.397  C1 1.660, C2 1.351
16 O 0.049 -0.182 -2.381  C5 1.442, C6 1.533

# 4
C6H7NO2 | ωB97M-V/def2-TZVPD

Output
E_HOMO ... -8.08 eV
LUMO level ... 0.5 eV
Kohn-Sham gap ... 8.59 eV
Energy relative to the best compared isomer or geometry (same formula, charge and spin) ... 70.52 kcal per mole
SMILES ... CC(=O)Nc1ccco1
E_tot ... -11917.373 eV

Bonds (Å) are listed after each position.
Cartesian coordinates (Å):
1 C -2.961 -0.504 -0.053  C2 1.445, H10 1.243, H11 1.314, H12 1.093
2 C -1.710 0.211 -0.153  C1 1.445, O3 1.269, N4 1.430
3 O -1.638 1.440 -0.464  C2 1.269
4 N -0.504 -0.552 -0.064  C2 1.430, C5 1.383, H13 1.195
5 C 0.798 -0.090 -0.030  N4 1.383, C6 1.292, O9 1.392
6 C 1.367 1.059 0.134  C5 1.292, C7 1.391, H14 1.254
7 C 2.748 0.932 0.025  C6 1.391, C8 1.388, H15 1.056
8 C 2.899 -0.416 -0.269  C7 1.388, O9 1.359, H16 1.111
9 O 1.724 -1.099 -0.283  C5 1.392, C8 1.359
10 H -3.823 0.337 -0.360  C1 1.243
11 H -3.233 -0.635 1.226  C1 1.314
12 H -3.039 -1.590 -0.153  C1 1.093
13 H -0.688 -1.670 0.316  N4 1.195
14 H 0.858 2.167 0.422  C6 1.254
15 H 3.542 1.622 0.114  C7 1.056
16 H 3.662 -1.212 -0.408  C8 1.111

# 5
C6H7NO2 | ωB97M-V/def2-TZVPD

Output
E_HOMO ... -9.00 eV
LUMO level ... 0.7 eV
Kohn-Sham gap ... 9.71 eV
Energy relative to the best compared isomer or geometry (same formula, charge and spin) ... 90.82 kcal per mole
E_tot ... -11916.493 eV

Bonds (Å) are listed after each position.
Cartesian coordinates (Å):
1 C 1.186 1.001 0.610  C2 1.318, C4 1.510, H10 1.080
2 C 0.913 -0.283 0.492  C1 1.318, O9 1.296
3 C -1.416 0.731 -0.767  C5 1.470, N7 1.377, O8 1.205
4 C -0.169 1.669 0.621  C1 1.510, C5 1.551, N7 1.454, H11 1.090
5 C -1.067 0.404 0.623  C3 1.470, C4 1.551, H12 1.071
6 C 0.643 -2.457 -0.267  O9 1.426, H13 1.092, H14 1.087, H15 1.091
7 N -0.707 1.909 -0.709  C3 1.377, C4 1.454, H16 1.008
8 O -2.032 0.216 -1.666  C3 1.205
9 O 1.366 -1.497 0.502  C2 1.296, C6 1.426
10 H 2.148 1.490 0.630  C1 1.080
11 H -0.313 2.495 1.318  C4 1.090
12 H -1.622 -0.052 1.418  C5 1.071
13 H -0.365 -2.573 0.135  C6 1.092
14 H 1.196 -3.390 -0.184  C6 1.087
15 H 0.576 -2.147 -1.311  C6 1.091
16 H -0.336 2.485 -1.448  N7 1.008

# 6
C6H7NO2S | ωB97M-V/def2-TZVPD

Output
E_HOMO (alpha / beta) ... -8.07 / -8.07 eV
LUMO level (alpha / beta) ... 0.2 / 0.2 eV
Kohn-Sham gap (alpha / beta) ... 8.29 / 8.29 eV
Energy relative to the best compared isomer or geometry (same formula, charge and spin) ... 135.78 kcal per mole
E_tot ... -22750.015 eV

Bonds (Å) are listed after each position.
Cartesian coordinates (Å):
1 C -2.482 0.126 0.084  C2 1.451, C5 1.296, H11 1.112
2 C -1.380 -0.061 1.010  C1 1.451, O9 1.439, S10 1.875, H12 1.176
3 C 3.176 0.814 -0.170  C4 1.380, H13 1.078, H14 1.097
4 C 2.389 -0.304 -0.364  C3 1.380, C6 1.429, H15 1.102
5 C -2.632 0.998 -0.864  C1 1.296, H16 1.051, H17 1.063
6 C 1.014 -0.401 0.012  C4 1.429, N7 1.312, S10 1.833
7 N 0.387 -1.545 0.158  C6 1.312, O8 1.212, O9 1.395
8 O 0.655 -2.659 -0.236  N7 1.212
9 O -0.801 -1.371 0.869  C2 1.439, N7 1.395
10 S 0.132 1.019 0.763  C2 1.875, C6 1.833
11 H -3.360 -0.492 0.370  C1 1.112
12 H -1.563 -0.046 2.171  C2 1.176
13 H 4.187 0.612 -0.485  C3 1.078
14 H 2.830 1.733 0.319  C3 1.097
15 H 2.814 -1.083 -1.019  C4 1.102
16 H -1.930 1.754 -1.066  C5 1.051
17 H -3.435 0.905 -1.554  C5 1.063

E_tot of number 6 (C6H7NO2S)?
-22750.015 eV

Among the records above, which one has the highest energy relative to the best compared isomer or geometry (same formula, charge and spin)?
number 3

Which formula does entry 5 have?
C6H7NO2